100
Properties=species:S:1:pos:R:3:forces:R:3 method="wB97M-V/def2-TZVPD" homo_lumo_gap_ev="4.0 / 3.7" relative_energy_kj_mol=0.0 total_charge=+1 lumo_ev="-5.3 / -5.6" homo_ha="-0.341 / -0.341" multiplicity=1
Tl 1.11400 0.93647 -1.12010 -1.6 0.8 0.0
S -5.37387 -0.70615 2.51204 1.1 -2.2 -2.5
S 0.89969 1.69362 2.33695 -0.9 1.1 0.3
P -2.19122 -3.98837 0.37895 -0.3 0.7 0.3
P -1.73051 -1.65724 -2.83676 0.3 -0.6 -0.9
F 5.97177 -4.06076 -1.01558 -1.1 0.0 -0.5
F 1.29651 -4.59838 -1.64358 2.1 2.5 -0.4
F 1.00893 -1.73555 -1.22855 1.8 -1.6 -0.5
F 5.57934 -1.60277 -0.17737 -0.7 -0.5 -0.7
O -5.51718 -0.59101 3.92798 0.1 0.8 0.7
O -6.37050 -1.50868 1.83141 -0.2 0.8 0.1
O -4.00352 -1.10404 2.04412 -1.6 1.5 0.7
N 3.00975 2.43219 -2.68062 -1.2 0.1 1.6
N 3.23286 -0.17169 -1.33519 1.5 -1.4 0.8
N 1.04647 0.40515 1.44508 1.6 -0.8 -1.2
N -4.26647 4.33668 -0.24574 0.1 0.2 1.3
C -2.17858 0.45084 5.49667 2.4 0.5 -1.8
C 5.04929 2.05972 3.94937 1.4 0.3 0.2
C 1.23503 4.21969 -3.11875 -1.8 0.4 -0.2
C 2.40100 -3.67529 -1.62181 -2.1 -3.1 0.2
C -4.82802 1.96608 2.47503 0.8 1.8 -0.1
C 3.85957 0.76111 -4.37795 1.5 1.2 -0.8
C -4.39418 3.05234 1.76130 0.0 1.3 0.8
C 2.43014 1.95485 3.22368 -0.1 0.5 -1.6
C 3.08762 2.02801 -4.06311 1.1 0.8 0.0
C 3.38168 -1.48757 -1.14433 0.0 0.1 -0.1
C 2.24476 -2.35974 -1.36480 -1.7 1.6 0.4
C -1.16579 1.39239 5.82730 -0.6 0.4 0.0
C 4.22663 1.11714 4.51581 -0.3 0.0 -0.1
C 2.57360 3.85309 -2.53765 0.2 -0.5 2.2
C -1.63262 -5.74489 0.16939 -0.7 -0.3 0.7
C 2.90784 1.00100 4.07106 0.3 -1.1 1.7
C -0.24643 1.78850 4.84750 0.2 0.6 0.6
C 4.39972 0.72288 -1.23922 0.1 -0.2 -2.3
C 4.57470 3.04871 3.09780 -0.4 -0.4 0.2
C -5.48254 0.97075 1.76375 -0.2 -2.0 1.5
C -2.15565 -3.38860 -2.32838 -0.1 0.6 -1.0
C -1.21515 0.24610 3.29626 -0.7 -0.6 -0.5
C 4.73311 -3.55273 -1.22191 0.4 -0.5 0.6
C -3.71081 -4.26321 1.38307 1.0 -0.1 1.3
C -0.43563 -2.19751 -4.11505 -0.3 1.7 0.4
C -5.66703 2.33863 -0.15819 -1.4 -1.2 -1.3
C 4.56092 -2.24044 -0.79613 0.7 0.9 -0.4
C 3.65284 -4.32801 -1.69053 0.7 1.8 0.4
C 4.08537 2.16497 -1.73145 1.3 0.9 -0.8
C -3.07905 -3.42063 -1.15059 -0.8 -0.2 1.5
C -6.06326 1.21039 0.53258 0.4 -0.3 -1.6
C -4.77539 3.24379 0.38356 1.4 1.3 1.3
C -0.34079 1.26639 3.57375 1.1 -0.6 0.9
C -3.16423 -1.06767 -3.97002 0.3 -0.4 1.1
C 3.25220 2.98973 2.71156 -1.1 0.4 -0.1
C -2.15748 -0.18843 4.24227 0.8 1.8 0.6
H 3.55475 2.86618 -4.61151 0.1 -0.2 -0.2
H -3.31266 -4.67670 2.32926 -0.4 -0.2 -0.3
H -1.09116 -5.96439 -0.75104 0.1 0.2 0.1
H -1.14477 1.91132 6.81218 0.0 -0.7 -0.8
H -3.78413 5.08066 0.31954 -0.7 -1.3 -1.0
H 4.75583 0.80381 -0.23251 0.3 -0.1 0.6
H 2.51429 4.10530 -1.42116 0.3 -0.5 -1.4
H -2.92162 -0.88083 3.98239 -0.2 -0.6 -0.2
H -4.72674 1.85383 3.55061 0.5 0.0 -0.2
H -2.92260 0.16591 6.15666 -1.2 -0.3 1.5
H 3.75134 -5.31911 -2.09570 0.0 -0.3 0.3
H 5.09647 2.56454 -2.20047 -1.6 -0.4 1.4
H 3.53947 -0.07693 -3.79262 -0.1 -0.5 0.2
H -1.13087 -0.20004 2.31591 -0.3 -0.3 -0.1
H 0.36786 4.35143 -2.37378 1.5 -0.6 -0.9
H 1.91473 -0.10064 1.68282 -0.8 0.0 0.2
H -4.48498 4.55661 -1.20202 -0.2 0.0 -0.1
H 2.30471 0.16365 4.48383 0.2 0.8 -0.5
H -3.87499 3.94434 2.19636 -0.3 -1.2 0.0
H 4.99804 0.91745 -4.31420 -1.7 -0.3 0.1
H -4.02732 -1.80146 -3.88398 1.0 1.1 -0.3
H 0.90240 3.51142 -3.89169 0.0 0.2 0.3
H 0.37507 -2.75105 -3.64007 -0.2 -0.2 0.0
H 3.76830 2.73468 -0.83575 0.7 -0.1 -0.5
H 4.60875 0.53965 5.34217 0.0 -0.5 -0.2
H -4.39322 -4.98854 0.92870 -0.1 0.3 0.1
H -2.58401 -3.99385 -3.11720 -0.3 0.2 -0.7
H 1.30626 5.19463 -3.60752 0.0 -0.1 0.0
H -3.39592 -0.05570 -3.54844 -0.3 -0.9 -0.6
H -1.18292 -3.87206 -2.23019 0.1 0.0 0.8
H 2.80248 3.75708 2.03616 0.4 -0.7 0.6
H -2.52946 -6.39971 0.22989 0.6 0.1 -0.1
H -3.99288 -4.03094 -1.31550 0.6 0.2 -0.1
H -6.64031 0.39797 0.05300 0.2 0.7 0.4
H -0.97676 -5.94629 1.06300 -0.6 0.1 -1.0
H 2.09378 1.95314 -4.46977 -0.5 -0.2 0.0
H 0.01000 -1.23001 -4.46598 -0.3 -0.9 -0.3
H -3.47295 -2.41475 -0.79633 0.5 -0.9 -0.6
H 0.59780 2.47787 5.02627 -0.8 -0.2 0.4
H 5.22116 3.86430 2.84800 0.2 0.2 -0.5
H -4.15064 -3.31340 1.72125 -0.1 -0.4 -0.7
H 6.13156 2.02656 4.16259 -0.7 0.2 0.2
H -2.80115 -0.94612 -5.00197 -0.3 -0.2 0.3
H 5.24295 0.36012 -1.90298 -0.9 -0.1 0.9
H 3.36069 4.48912 -2.92007 0.3 0.3 -0.4
H -6.05511 2.50449 -1.15678 0.1 0.0 0.0
H -0.92733 -2.77006 -4.90399 0.3 0.1 -0.1
H 3.63636 0.62462 -5.44224 0.2 -0.6 0.2

---

119
Properties=species:S:1:pos:R:3:forces:R:3 method="wB97M-V/def2-TZVPD" homo_lumo_gap_ev=10.0 total_charge=0 lumo_ev=0.3 homo_ha=-0.358 multiplicity=1
F -1.73214 -1.63520 -1.14978 -0.3 -0.2 0.0
F 4.89515 -0.76915 2.14836 1.0 0.3 -0.3
F -3.48037 -2.96131 1.46641 -0.8 -0.5 -0.1
F -3.87190 1.93431 3.71017 -0.4 -0.7 -0.6
F 1.60928 -2.69560 -1.19553 -0.2 0.4 1.4
F -0.73194 0.07965 -8.10215 0.8 -0.6 1.0
F -2.52708 -3.89781 6.25055 -0.1 0.4 -0.1
F 3.86791 -2.92786 6.34206 0.4 0.9 -1.1
O 4.73227 -1.59987 -0.67609 1.2 -0.6 -0.2
O -3.49672 -0.26573 3.54135 -0.5 -1.6 1.3
O -1.86839 1.29374 -1.65587 -0.1 -1.7 -0.9
O -0.02058 -2.72759 -6.85894 -0.3 0.7 0.1
O -0.29329 2.11018 -5.26246 1.9 0.9 0.8
O -4.44975 -1.86289 4.89245 0.0 -0.4 0.8
O 0.57112 -2.14395 -3.05217 0.0 -1.5 0.4
O 2.35411 -3.28189 -3.77508 0.2 0.3 -0.4
O -5.74349 -0.51703 3.59242 1.1 -0.8 0.8
O 0.47856 -2.78496 8.79712 -1.0 0.4 -0.6
O 0.79595 -0.74956 4.72851 0.1 -0.2 0.2
O -3.51180 -0.23280 -1.48667 1.7 -0.9 -0.4
O -1.66394 -2.69884 -5.31398 0.8 0.4 -0.6
O -1.68904 -3.25835 8.19242 2.1 -0.7 1.8
O -3.46054 1.56514 -0.11351 0.5 -1.3 -1.5
O -0.71823 -0.77231 -5.98413 0.0 -0.9 -0.4
O -0.45534 -3.52510 1.03039 -0.4 -0.9 -1.4
O 1.86096 -1.30761 -4.67499 0.5 1.6 -1.3
O -2.29113 -4.89222 1.21216 1.8 1.0 -0.6
O 0.25616 5.23447 -1.58401 -0.8 -0.7 -1.1
O -0.70335 -1.47243 7.32555 -0.4 -0.5 0.0
O 2.85722 -0.03902 5.41902 0.3 -2.0 -0.7
O 6.82033 -2.52863 -0.74451 -0.8 1.2 -0.1
O -0.67574 -5.36362 -0.34281 0.4 0.5 0.1
O 2.61133 -2.13702 4.64523 -1.3 0.4 0.0
O 6.39927 -0.55496 0.34914 0.1 -0.6 0.5
O 1.54252 1.15327 0.73164 -0.5 0.5 0.3
C -2.96987 0.89742 -1.01651 -1.1 2.6 1.8
C 0.95777 2.05850 -4.46430 -0.9 -3.1 0.2
C -0.66838 5.87235 0.54264 -0.1 -1.7 -0.9
C 1.95487 2.99074 -5.05653 0.6 1.9 -0.5
C -5.40139 0.40811 2.59564 -0.8 2.4 -0.8
C 0.76613 -1.67793 -7.43813 2.6 -1.1 0.0
C 1.03424 4.13615 -5.50329 -0.8 -1.0 -1.4
C -2.57747 -2.92119 7.23043 0.2 0.3 -0.6
C -0.49960 0.50684 1.81837 -0.5 0.6 -1.6
C -3.98195 0.80673 2.84278 0.1 0.9 1.9
C 6.05573 -1.66091 -0.44489 0.1 -0.7 0.7
C -0.59307 1.96115 1.33059 0.8 -0.1 -0.2
C 4.17991 -0.72073 5.40373 -1.4 0.3 2.4
C -2.55029 -3.80433 2.04390 0.6 0.9 0.2
C -1.48006 0.19901 -2.61326 -2.9 0.8 1.2
C -1.26895 -2.95052 2.04592 0.9 -2.1 2.1
C -0.22988 3.37892 -5.94648 -0.4 -0.9 -2.0
C 5.24801 -0.08022 0.95682 -0.6 -0.2 0.3
C -4.59189 -0.97143 4.14611 0.6 1.1 -2.1
C -2.40694 -0.94058 -2.11737 -0.6 0.7 -0.9
C -0.49665 -2.51745 8.16902 -0.9 -0.1 -0.5
C -1.05221 4.59309 -1.46489 1.9 0.6 -0.9
C 1.93862 -0.95419 4.95763 1.8 0.2 -0.3
C 0.10596 -0.41743 -7.03849 -2.0 1.6 -1.3
C 1.64055 -2.16435 -3.90900 -0.7 -1.4 1.3
C 0.77960 -3.24150 -2.12331 1.4 0.4 -0.9
C -2.05907 -1.53747 6.78852 -0.4 -0.3 1.3
C -0.86733 -2.13531 -6.02099 -1.6 -0.5 1.7
C 0.45419 1.92048 0.19683 -0.8 -1.9 -0.1
C 4.17159 -0.45803 0.00611 0.2 -0.7 -2.1
C -1.04197 -4.63703 0.51515 -1.9 0.1 1.6
C 0.95606 0.23452 1.67407 2.4 -1.5 0.0
C -1.76532 5.47869 -0.51726 -1.4 0.4 1.1
C 1.69436 -4.18448 -2.89080 0.4 0.2 0.2
C 0.60812 5.79940 -0.35407 -1.0 -0.6 0.7
C 3.91732 -2.17442 5.13575 -2.6 -0.1 2.0
H 4.45621 -2.75101 4.44643 1.3 -0.4 -0.8
H 0.02244 1.31473 -0.67364 0.6 1.1 1.1
H -0.24858 2.61186 2.14722 -0.3 0.2 -0.4
H -0.13067 3.08437 -7.04621 -0.4 0.7 1.1
H 3.97934 0.22090 -0.80793 -0.3 0.8 0.2
H -2.19069 6.33499 -1.10611 0.3 -0.6 0.9
H 1.53204 0.28395 2.60704 -0.3 0.4 -0.1
H 1.19220 -0.78565 1.29010 -0.5 0.3 0.2
H -0.74143 6.83341 1.02310 -0.4 0.3 0.1
H -5.39196 -0.00915 1.57672 -0.7 0.0 0.4
H -2.70908 -0.85469 7.34970 0.4 0.4 -0.3
H -0.69095 -3.05641 2.97550 -0.3 -0.3 0.0
H 4.81797 -0.28283 4.72638 1.1 1.1 -1.8
H 1.12995 -4.86217 -3.48898 -0.3 -0.8 -0.3
H -0.47672 -0.01192 -2.44819 1.7 -0.4 0.1
H -0.88089 0.29557 2.80349 -0.2 -0.1 0.2
H -3.55369 -2.94995 7.72418 -0.1 0.1 -0.7
H 2.49557 -4.66445 -2.28778 -1.0 0.2 -0.2
H -0.72725 5.06204 1.32676 0.5 0.9 -0.7
H 0.79080 2.87392 -0.14721 0.4 0.5 -0.2
H 2.67770 3.52830 -4.42084 -0.2 -1.0 0.4
H -1.44926 4.57274 -2.47892 -0.2 -0.1 0.1
H -0.10982 -3.68947 -1.68936 -0.1 0.6 -0.2
H -1.56399 2.20340 0.90620 -0.1 0.3 0.5
H 5.36587 0.96209 1.21133 0.0 0.1 0.1
H 0.68394 0.43308 -6.72999 0.5 0.1 0.0
H 0.89700 -1.93345 -8.51329 -0.1 0.7 0.8
H -2.85173 -1.60998 -2.88433 0.6 0.3 0.6
H -6.04223 1.31387 2.77054 0.4 -1.0 -0.8
H -1.71356 0.56006 -3.59765 0.1 0.0 -0.5
H 0.77359 4.69126 -4.64848 -0.1 1.1 1.1
H 0.67125 2.25111 -3.43594 0.2 0.6 0.3
H 0.99443 6.75858 -0.56902 0.6 1.2 0.0
H -0.88001 3.58087 -1.13499 -0.3 -0.3 0.3
H 1.23810 0.95997 -4.46791 0.0 1.3 -0.1
H -2.90671 -4.13199 3.04071 0.0 0.2 -0.7
H -1.00257 -0.05031 1.01093 -0.3 -0.3 0.6
H -2.55464 4.86538 -0.01195 0.2 0.9 -0.4
H 1.43275 4.78582 -6.30267 -0.2 -0.3 0.5
H 4.56326 -0.54646 6.40205 0.2 -0.3 0.1
H 1.36858 5.17378 0.05742 0.8 -0.3 0.8
H 2.54750 2.60265 -5.89177 -0.4 -0.3 0.0
H -3.38064 1.05360 2.00580 0.3 0.0 -0.8
H 3.29032 -0.87114 0.40870 -1.1 0.3 0.9
H -1.41157 -1.90796 1.98337 -0.5 1.0 -1.0
H 1.74404 -1.64998 -6.86715 -0.8 -0.4 -1.0
H -1.20483 3.85909 -5.76770 0.5 0.2 -0.2
H -2.07956 -1.31236 5.74175 0.2 -0.1 -0.4